The following is a quantum chemistry calculation of a cluster of 11 separate species, C13H20Cl30FOP in total, from the Open Molecules 2025 dataset.

Computed properties:
Max |F|: 0.57 eV Å⁻¹
Total energy: -14829.4571 hartree
Gap between HOMO and LUMO: 0.3685 hartree
Molecular weight: 1305.9 g/mol
SMILES: C[C@H](F)C[PH3]O.ClC(Cl)Cl.ClC(Cl)Cl.ClC(Cl)Cl.ClC(Cl)Cl.ClC(Cl)Cl.ClC(Cl)Cl.ClC(Cl)Cl.ClC(Cl)Cl.ClC(Cl)Cl.ClC(Cl)Cl
Energy above the lowest of the compared OMol25 structures with the same formula, charge and spin: 0.000 eV
HOMO level: -0.3580 Eh

Geometry (Å):
C1 4.8595 1.4781 -0.9776
C2 3.7186 1.7573 -1.9357
F1 4.2392 2.3700 -3.0886
C3 2.6038 2.6170 -1.3521
P1 1.0189 1.6038 -1.1761
O1 -0.4769 0.7693 -0.9191
H1 5.4668 2.3766 -0.8565
H2 4.4475 1.1840 -0.0092
H3 5.4918 0.6678 -1.3457
H4 3.3115 0.7952 -2.2821
H5 2.3952 3.4514 -2.0268
H6 2.8779 2.9900 -0.3603
H7 0.4261 2.6210 -0.4009
H8 0.8662 1.5737 -2.5628
H9 1.7371 0.5371 -0.6006
H10 -0.4679 -0.1100 -1.3343
C4 -2.7501 -1.5868 -0.6789
Cl1 -1.5116 -2.4271 -1.6248
Cl2 -4.2223 -1.3695 -1.6284
Cl3 -3.0732 -2.4235 0.8365
H11 -2.3521 -0.6074 -0.4416
C5 -1.1378 2.1266 1.5374
Cl4 -2.5531 3.1682 1.7570
Cl5 0.1871 2.6437 2.5796
Cl6 -1.5403 0.4399 1.8077
H12 -0.8137 2.2068 0.5068
C6 -5.4880 0.8748 2.6833
Cl7 -6.9472 1.8655 2.6674
Cl8 -5.7142 -0.5799 3.6633
Cl9 -4.9954 0.4475 1.0545
H13 -4.6924 1.4554 3.1342
C7 0.6267 -0.5250 -5.6198
Cl10 -0.2198 -1.4865 -4.4051
Cl11 -0.5090 0.2932 -6.6871
Cl12 1.6820 0.6369 -4.8203
H14 1.2378 -1.1910 -6.2149
C8 0.4141 -3.9296 2.7266
Cl13 2.1649 -4.0384 2.9193
Cl14 -0.1193 -2.2505 2.8085
Cl15 -0.1018 -4.6898 1.2232
H15 -0.0453 -4.4657 3.5471
C9 4.9033 -5.0774 6.1263
Cl16 4.0162 -6.5143 6.6324
Cl17 5.2656 -5.1359 4.4014
Cl18 4.0149 -3.6104 6.5329
H16 5.8428 -5.0590 6.6627
C10 8.8804 -0.0678 -1.1913
Cl19 8.6785 1.2589 -0.0459
Cl20 8.4115 -1.6036 -0.4617
Cl21 7.9683 0.2312 -2.6688
H17 9.9292 -0.1271 -1.4506
C11 -5.5846 -4.4212 4.7463
Cl22 -4.4706 -3.8409 3.5108
Cl23 -6.7735 -5.5243 4.0581
Cl24 -4.7125 -5.1803 6.0789
H18 -6.1160 -3.5657 5.1438
C12 -6.7635 2.8450 -1.9889
Cl25 -8.1105 3.9739 -1.8253
Cl26 -5.5004 3.1943 -0.8146
Cl27 -7.3208 1.1780 -1.8436
H19 -6.3434 2.9700 -2.9783
C13 -1.2811 4.6670 -4.1172
Cl28 0.1422 4.7850 -5.1481
Cl29 -2.6448 3.9747 -4.9902
Cl30 -0.9179 3.7151 -2.6729
H20 -1.5546 5.6644 -3.7991

=====

The following is a quantum chemistry calculation of a structure of composition C9H24N3PdSeSi, from the Open Molecules 2025 dataset.

Computed properties:
Max |F|: 0.21 eV Å⁻¹
Total energy: -3340.4555 hartree
Gap between HOMO and LUMO: 0.2195 hartree
Molecular weight: 387.8 g/mol
Net charge: -1
Energy above the lowest of the compared OMol25 structures with the same formula, charge and spin: 0.107 eV
HOMO level: -0.1008 Eh

Geometry (Å):
Pd1 -0.1496 -0.0351 1.7874
C1 1.5791 1.1140 -1.8205
C2 0.6164 2.0825 -1.1202
N1 -0.4687 1.3736 -0.4736
C3 -1.4216 0.7104 -1.3502
C4 -1.6766 -0.7528 -0.9605
N2 -0.4469 -1.4477 -0.6423
C5 0.4614 -1.7363 -1.7351
C6 1.9016 -1.2917 -1.4171
N3 2.0277 0.0666 -0.9134
H1 2.4297 1.6937 -2.1989
H2 1.0825 0.6973 -2.7061
H3 0.2769 2.8257 -1.8609
H4 1.1636 2.6194 -0.3420
H5 -0.9076 1.8817 0.2811
H6 -1.0313 0.7599 -2.3710
H7 -2.3866 1.2294 -1.3666
H8 -2.2441 -1.2323 -1.7771
H9 -2.2870 -0.7662 -0.0566
H10 -0.5868 -2.2029 0.0096
H11 0.1022 -1.2051 -2.6211
H12 0.4697 -2.8018 -2.0049
H13 2.5274 -1.4208 -2.3077
H14 2.3024 -1.9587 -0.6485
H15 1.4241 0.1169 -0.0901
C7 1.1314 -0.4831 3.7976
Si1 -0.7274 -0.0207 4.1547
C8 -1.1045 -1.2246 5.5664
C9 -0.6318 1.6885 4.9582
Se1 -2.5252 -0.0900 2.7418
H16 1.7602 0.0448 4.5209
H17 1.5667 -0.2034 2.7958
H18 1.2850 -1.5561 3.9223
H19 -0.3238 -1.1974 6.3352
H20 -1.1796 -2.2436 5.1794
H21 -2.0644 -0.9688 6.0223
H22 0.0947 1.7070 5.7783
H23 -1.6136 1.9609 5.3530
H24 -0.3442 2.4389 4.2191

=====

Number 1: LUMO 0.29 eV. Number 2: LUMO 3.23 eV.